35
Properties=species:S:1:pos:R:3 method="wB97M-V/def2-TZVPD" smiles="CCCSC1=C(C#N)[C@H](c2ccc(Cl)cc2Cl)CC(=O)N1" lumo_ev=0.3 e_tot_ha=-2083.338397 orbital_gap_ha=0.3289 multiplicity=1 largest_force_ev_per_a=1.1
C -4.418 -2.367 -0.854
H -3.443 -2.798 -0.639
C -4.819 -1.387 0.240
C -3.826 -0.242 0.378
H -4.200 0.504 1.081
H -3.629 0.211 -0.594
S -2.228 -0.896 1.026
C -1.068 0.268 0.397
C 0.169 -0.121 0.017
C 0.541 -1.472 -0.027
N 0.875 -2.568 -0.097
C 1.169 0.914 -0.458
C 2.592 0.458 -0.248
C 3.490 0.478 -1.309
C 4.803 0.073 -1.164
C 5.238 -0.369 0.075
C 4.371 -0.404 1.154
C 3.060 0.010 0.986
Cl 2.022 -0.060 2.367
H 4.710 -0.752 2.117
Cl 6.869 -0.883 0.282
H 5.481 0.096 -2.002
H 3.150 0.817 -2.276
C 0.909 2.248 0.251
C -0.547 2.648 0.234
O -0.950 3.783 0.171
N -1.427 1.600 0.358
H -2.397 1.851 0.497
H 1.197 2.169 1.304
H 1.500 3.046 -0.199
H 1.016 1.056 -1.537
H -5.799 -0.959 0.013
H -4.896 -1.911 1.195
H -5.143 -3.174 -0.920
H -4.371 -1.866 -1.819